A structure of composition C36H76N7O15V at a distorted geometry. Source: OMol25; level of theory: ωB97M-V with the def2-TZVPD basis set.

Structure (XYZ):
```
135
Properties=species:S:1:pos:R:3:forces:R:3:mulliken_charge:R:1
O -1.7089 15.1923 -28.7151 1.855 3.220 0.302 0.225
V -2.1701 13.6839 -28.9877 3.158 -1.810 1.617 0.448
O -3.7264 13.8281 -28.9286 -4.656 -0.750 -0.306 -0.643
N 1.1744 12.5277 -28.8562 1.831 -0.797 0.598 0.755
O 0.2197 13.2206 -29.1363 -2.990 1.199 -1.057 -0.430
O 2.2569 13.1287 -28.7437 1.569 -0.018 -0.014 -0.766
O 1.0989 11.3069 -28.6910 -0.044 -0.076 -0.186 -0.655
N -0.7715 12.4551 -26.3362 2.699 -1.603 -1.658 0.914
O 0.1858 13.1441 -26.2460 4.059 3.438 1.936 -0.625
O -1.7515 12.8990 -26.8315 -7.138 3.164 -2.696 -0.433
O -0.6884 11.2815 -26.1862 -0.179 -4.931 2.262 -0.723
N -2.0551 10.3867 -29.9170 0.430 -2.894 2.517 0.613
O -2.6793 9.8459 -30.8289 -0.671 -0.603 -2.002 -0.742
O -2.1166 11.5785 -29.7591 -0.134 3.562 -0.503 -0.378
O -1.4655 9.6933 -29.0694 0.037 -0.183 -0.527 -0.594
C 0.5160 16.7737 -24.5976 -1.060 -0.440 1.491 -2.073
C 0.3027 17.7339 -25.7420 0.783 0.675 -1.110 2.562
C 0.7818 19.1401 -25.2853 1.010 0.459 -0.245 -1.535
C 1.3316 20.0823 -26.3814 -0.319 0.179 -0.274 -0.657
C 2.2764 19.3337 -27.3082 -0.965 -1.573 0.202 -1.427
C 1.7050 17.9066 -27.8953 1.241 3.820 0.343 1.959
N 1.2150 17.1628 -26.7858 0.244 -0.359 1.232 0.007
O 0.7222 15.8957 -27.1672 1.068 0.691 0.313 -0.220
C 0.6015 18.1604 -28.9223 0.746 -0.405 -0.146 -0.251
C 2.9946 17.3031 -28.5124 -0.679 -1.093 -0.274 -2.361
C -1.1786 17.8778 -26.1565 0.002 -0.805 -0.172 -1.586
H 0.1533 15.7523 -24.7133 0.181 -0.020 -0.874 0.256
H -0.0945 17.1020 -23.7564 -0.045 0.445 0.433 0.475
H 1.5472 16.7181 -24.2489 0.080 0.169 -0.334 0.433
H 0.0255 19.6871 -24.7223 -0.378 -0.329 0.041 0.296
H 1.5974 18.9853 -24.5789 0.248 -0.057 0.081 0.484
H 1.8270 20.9701 -25.9883 0.779 -0.264 0.907 0.491
H 0.5854 20.6997 -26.8815 -0.888 -0.898 -0.695 0.352
H 3.1140 19.0064 -26.6924 0.296 0.148 0.008 0.369
H 2.6458 19.9635 -28.1176 -0.034 -0.120 -0.174 0.402
H 0.4728 17.1616 -29.3395 -0.636 0.351 -0.229 -0.099
H -0.3218 18.5481 -28.4918 0.087 -0.303 0.197 -0.462
H 0.8872 18.8857 -29.6841 0.267 -0.139 -0.283 0.614
H 2.7413 16.3174 -28.9027 0.031 -0.145 -0.220 0.323
H 3.4445 17.8980 -29.3073 -0.498 0.315 -0.279 0.410
H 3.8356 17.1196 -27.8437 -0.402 0.156 0.690 0.467
H -1.7790 17.5315 -25.3153 -0.298 0.207 -0.033 0.588
H -1.4399 17.2443 -27.0041 -0.082 -0.321 0.073 0.039
H -1.4759 18.8809 -26.4624 0.176 0.240 0.249 0.221
H -0.1386 16.0603 -27.5589 -0.956 -0.808 -0.770 -0.179
C -9.0719 15.6720 -24.1008 -1.215 -0.204 0.378 -1.898
C -8.0440 16.3264 -24.9818 1.259 -0.056 -1.671 1.355
C -6.6287 16.1869 -24.3671 0.434 -1.072 0.414 -1.178
C -6.0123 14.7766 -24.5105 -1.201 0.576 -0.986 -1.007
C -6.0147 14.3883 -25.9914 0.027 -0.320 0.363 -0.927
C -7.3423 14.5000 -26.8218 0.493 0.056 1.807 1.784
N -7.9938 15.7869 -26.4163 1.978 1.298 1.441 1.029
O -9.1617 16.1482 -27.0779 -1.097 -0.651 -0.450 -0.609
C -6.9006 14.5277 -28.2937 -0.146 0.114 -0.160 -1.372
C -8.2397 13.3056 -26.4326 0.642 0.213 -1.149 -1.922
C -8.3857 17.8426 -24.9888 0.091 -0.022 -0.352 -1.840
H -9.2425 16.3256 -23.2453 0.208 -0.213 0.397 0.495
H -8.8850 14.6514 -23.7669 0.382 0.130 0.008 0.294
H -10.0520 15.6478 -24.5772 -0.028 -0.030 -0.406 0.367
H -5.9055 16.8751 -24.8046 -0.274 0.300 -0.123 0.395
H -6.7143 16.3821 -23.2981 -0.045 0.464 0.154 0.464
H -6.5839 14.0390 -23.9473 -0.193 -0.028 0.209 0.387
H -4.9750 14.6680 -24.1939 -0.046 0.459 0.257 0.458
H -5.7294 13.3405 -25.8976 0.158 -0.119 -1.039 0.421
H -5.2076 14.9281 -26.4868 -0.002 -0.118 -0.182 0.221
H -6.3210 13.6634 -28.6181 0.102 -0.264 0.525 0.325
H -7.7004 14.6058 -29.0301 -0.468 0.159 0.153 0.440
H -6.1955 15.3412 -28.4643 -0.089 0.148 0.113 -0.114
H -9.0538 13.3387 -27.1567 -0.595 -0.263 0.516 0.391
H -7.6849 12.3825 -26.6003 -0.013 -0.081 -0.078 0.412
H -8.5160 13.3380 -25.3787 -0.318 0.099 -0.253 0.257
H -9.3477 18.0645 -25.4507 -0.148 -0.251 0.118 0.413
H -7.6673 18.4817 -25.5023 0.318 -0.383 -0.225 0.256
H -8.3976 18.2058 -23.9611 -0.097 -0.098 0.139 0.446
H -8.8611 16.5470 -27.8978 0.139 0.150 -0.085 0.335
C -4.4471 14.5843 -32.4730 0.089 -1.126 0.022 -1.430
C -3.1994 14.8436 -33.3428 0.548 1.157 1.634 1.567
C -3.5041 16.1182 -34.1874 0.411 -0.578 -0.896 -0.805
C -2.2629 16.7697 -34.7927 -0.093 0.600 1.107 -0.839
C -1.1916 17.1423 -33.7375 -0.573 -1.692 -0.154 -0.683
C -0.8035 15.8935 -32.7875 0.112 0.468 0.411 1.819
N -2.0364 15.1249 -32.3836 -1.229 1.952 -0.255 -0.136
O -1.8723 14.1020 -31.3768 0.182 1.218 -2.230 1.024
C 0.1510 15.0096 -33.5808 0.118 -0.246 -0.731 -2.135
C -0.0841 16.4067 -31.5072 0.171 0.512 -0.674 -1.502
C -2.8935 13.6297 -34.2117 -0.307 -0.366 -0.803 -1.733
H -4.8606 15.4200 -31.9084 0.433 0.286 -0.223 -0.137
H -4.2573 13.8032 -31.7369 0.224 0.046 0.182 0.280
H -5.2296 14.1573 -33.1003 -0.231 0.206 -0.275 0.489
H -4.0467 15.8441 -35.0921 -0.405 -0.733 -0.034 0.372
H -4.2228 16.8141 -33.7546 0.532 0.067 0.820 0.015
H -2.5657 17.7290 -35.2125 -0.103 0.002 -0.517 0.413
H -1.9425 16.1163 -35.6041 0.540 0.087 0.062 0.431
H -1.5729 18.0357 -33.2430 -0.044 -0.273 0.728 0.106
H -0.3263 17.4954 -34.2983 0.453 -0.250 0.275 0.410
H 1.0467 15.5259 -33.9261 0.138 0.307 0.243 0.439
H 0.4901 14.1209 -33.0486 -0.217 0.045 0.271 0.321
H -0.3471 14.6895 -34.4960 -0.056 -0.225 -0.105 0.429
H 0.6960 17.1461 -31.6885 0.094 0.397 -1.098 0.331
H -0.7410 16.9860 -30.8583 -0.343 -0.912 0.171 -0.410
H 0.5539 15.6685 -31.0213 -0.974 -0.591 0.520 0.500
H -3.8081 13.1863 -34.6056 -0.262 -0.142 0.258 0.521
H -2.3473 12.8389 -33.6974 -0.115 0.005 0.173 0.259
H -2.3370 13.8386 -35.1254 0.363 0.416 0.115 0.375
H -1.7895 13.3396 -31.9543 0.333 -1.054 0.654 0.034
C -4.9725 18.3941 -28.0411 -0.509 0.378 -0.497 -2.875
C -4.4923 19.0491 -29.3791 -1.508 -1.821 0.051 2.824
C -5.4278 18.3741 -30.4586 0.399 -2.110 -1.377 -0.772
C -5.3227 18.8585 -31.9206 1.136 0.540 1.396 0.133
C -5.5052 20.3512 -31.8106 -0.307 -0.051 -0.459 -1.767
C -4.7425 21.1989 -30.7040 -1.118 -0.462 -2.469 1.873
N -4.8388 20.4707 -29.4383 -0.560 0.321 0.083 0.391
O -4.2301 21.2056 -28.3637 0.118 -0.058 -0.595 -0.503
C -3.3019 21.5687 -31.1950 -0.119 0.150 0.826 -1.663
C -5.6822 22.4550 -30.6299 0.430 0.508 1.046 -1.954
C -3.0043 18.6948 -29.5428 -0.953 0.374 -0.290 -0.903
H -4.3894 18.7841 -27.2069 -0.105 -0.354 0.122 0.455
H -5.0023 17.3063 -28.1028 1.319 -0.150 -0.116 0.019
H -6.0464 18.4648 -27.8685 -0.268 1.191 0.115 0.584
H -5.2335 17.3112 -30.6024 1.115 -0.333 0.818 -0.371
H -6.4650 18.1916 -30.1773 -0.344 1.277 0.495 0.560
H -5.9973 18.4147 -32.6527 -0.677 -0.004 0.464 0.660
H -4.3717 18.5393 -32.3471 0.525 0.332 0.280 -0.525
H -6.5655 20.4331 -31.5717 -0.173 0.313 0.069 0.445
H -5.3908 20.7510 -32.8182 0.278 0.802 0.104 0.494
H -2.7524 21.9576 -30.3377 0.078 0.075 0.094 0.380
H -2.6998 20.7435 -31.5754 -0.393 -0.303 0.090 0.153
H -3.2583 22.3425 -31.9614 -0.485 0.086 -0.061 0.431
H -5.9549 23.0478 -31.5030 1.298 -0.131 -0.732 0.336
H -6.7208 22.2841 -30.3468 0.173 -0.993 0.807 0.427
H -5.2361 23.1055 -29.8776 -0.173 0.438 -0.021 0.417
H -2.8071 18.7772 -30.6117 0.689 -0.156 0.088 -0.481
H -2.8212 17.6872 -29.1695 0.130 -0.208 -0.284 0.096
H -2.4098 19.3905 -28.9505 0.105 0.097 -0.181 0.518
H -5.0088 21.5072 -27.8900 0.027 -0.015 0.216 0.351
```
Positions in Å, forces in eV/Å.

## Properties
Charge = -3
Energy relative to the best compared isomer or geometry (same formula, charge and spin) = 0.0 kJ/mol
E_LUMO (spin up / spin down) = 4.760 / 4.760 eV
Total energy = -105375.5405 eV
2S+1 = 2
Expectation value of S² = 0.755